1.
Formula: C18H21BCl3NO
Source: OMol25
Level of theory: ωB97M-V/def2-TZVPD

```
45
Properties=species:S:1:pos:R:3:forces:R:3:lowdin_charge:R:1
Cl 2.21108 -0.99649 3.07383 -0.240 0.125 0.133 0.546
B 1.63400 0.37326 2.02748 0.619 0.040 -0.791 -1.766
Cl 1.71451 2.03078 2.79853 -0.067 -0.235 0.020 0.593
Cl 3.02694 0.37138 0.45144 0.333 -0.167 0.121 0.415
O 0.45078 0.04021 1.34945 -0.026 -0.094 -0.246 -0.143
C -0.22375 0.61474 0.25569 -0.675 0.889 2.000 -0.250
C -1.66713 0.28074 0.65276 -0.307 -0.014 0.211 -0.129
C -2.59925 1.30191 0.88112 0.171 -0.448 0.139 -0.022
C -3.62153 1.10888 1.82617 -0.013 -0.412 -0.134 -0.070
C -3.73984 -0.11581 2.50095 0.315 0.172 -0.235 -0.075
C -2.86612 -1.17223 2.20273 -0.063 0.245 -0.392 -0.058
C -1.85310 -0.97038 1.27436 -0.249 0.065 0.195 -0.043
H -0.07589 1.70785 0.18688 -0.154 -0.475 0.097 0.149
H -2.47855 2.25547 0.36457 0.008 -0.105 0.327 0.115
H -4.30730 1.92647 2.06252 0.238 -0.289 -0.126 0.105
H -4.47988 -0.24593 3.28677 0.039 0.101 -0.201 0.102
H -2.91772 -2.14187 2.70801 -0.162 0.462 -0.119 0.112
H -1.12214 -1.76459 1.12397 -0.234 0.314 0.255 0.113
C 0.42905 5.40278 -0.07883 0.156 -0.371 -0.178 -0.078
C -0.06002 5.29484 -1.38557 -0.039 0.065 0.086 -0.087
C 0.21142 4.16655 -2.15704 0.135 -0.294 0.206 -0.048
C 1.02571 3.14906 -1.64025 -0.013 0.521 0.055 -0.242
C 1.32425 1.90311 -2.43428 -0.054 0.135 0.008 -0.103
C 0.29278 0.77228 -2.28474 -0.199 -0.249 0.340 -0.202
C 0.56565 -0.34582 -3.29287 0.232 0.224 -0.319 -0.127
C 0.25849 -1.68252 -2.62422 -0.414 -0.554 -0.435 -0.134
C 0.12305 -1.43155 -1.13004 0.116 0.230 0.006 -0.073
N 0.38148 0.04270 -0.94652 1.179 -0.651 -0.788 -0.022
C 1.57119 3.30234 -0.36666 0.063 -0.258 0.065 -0.095
C 1.23804 4.38667 0.43472 -0.085 0.314 -0.204 -0.088
H 0.19896 6.26849 0.53500 -0.033 -0.081 -0.151 0.102
H -0.65476 6.10140 -1.80886 0.039 -0.153 0.103 0.100
H -0.19738 4.05482 -3.16517 0.088 0.177 0.271 0.113
H 1.33784 2.16180 -3.50504 0.022 -0.176 0.253 0.132
H 2.32628 1.52840 -2.16480 -0.353 0.003 -0.156 0.119
H -0.73188 1.16477 -2.34537 0.193 -0.107 -0.109 0.167
H -0.02566 -0.16379 -4.19544 0.099 -0.165 0.114 0.125
H 1.61973 -0.32538 -3.59798 -0.174 0.169 0.132 0.124
H -0.70134 -2.06258 -2.99255 0.255 -0.074 0.019 0.116
H 1.02416 -2.43605 -2.85100 -0.241 0.253 0.077 0.121
H -0.88876 -1.65558 -0.79193 0.318 0.084 -0.069 0.108
H 0.86610 -1.94379 -0.50632 -0.336 0.005 -0.160 0.147
H 1.40460 0.08215 -0.67947 -0.121 0.126 -0.053 0.033
H 2.23291 2.51688 0.01481 -0.301 0.520 -0.099 0.023
H 1.61748 4.41915 1.45361 -0.063 0.134 -0.270 0.075
```
Positions in Å, forces in eV/Å.

- Kohn-Sham gap: 9.644 eV
- LUMO: 0.3 eV
- Max |F|: 2.29 eV Å⁻¹
- Net charge: 0
- ΔE to the lowest compared entry with this formula, charge and spin: 0.0 kcal per mole
- Calculated total energy: -2234.063863 hartree

2.
Formula: C18H21BrClN3OTi
Source: OMol25
Level of theory: ωB97M-V/def2-TZVPD

```
46
Properties=species:S:1:pos:R:3:forces:R:3:lowdin_charge:R:1
Ti -0.44142 -0.28115 -0.10929 -0.379 0.047 -0.532 0.649
Br -7.00231 1.17000 -2.75217 -0.021 -0.036 0.022 0.705
C -5.23354 1.53911 -2.17017 0.039 -0.002 -0.007 -0.710
C -5.02239 2.50455 -1.19975 0.001 -0.036 0.022 -0.140
C -3.72454 2.80456 -0.81993 -0.038 0.007 0.026 -0.040
C -2.63731 2.13631 -1.38088 -0.032 0.163 0.310 -0.316
C -2.87664 1.15452 -2.33825 0.064 0.036 -0.071 -0.044
C -4.16953 0.85864 -2.73920 -0.039 -0.001 0.021 -0.125
N -1.34656 2.56926 -1.01787 0.272 -0.324 -0.535 0.015
C -0.38803 1.77015 -0.74378 -0.526 0.337 0.625 -0.188
C -0.03699 0.55690 1.76487 -0.082 -0.084 -0.087 -0.248
C 0.02323 1.39181 2.87681 0.040 -0.005 -0.029 -0.054
C 0.06376 0.80461 4.12723 0.000 0.012 0.009 -0.061
C 0.00437 -0.58569 4.24954 0.017 -0.024 -0.010 -0.061
C -0.06585 -1.35238 3.10768 0.171 -0.087 -0.039 -0.109
N -0.04646 -0.76161 1.90798 -0.276 0.141 0.053 -0.064
H -5.86098 3.02087 -0.75289 0.002 0.020 -0.021 0.097
H -3.53800 3.56957 -0.07660 0.013 0.026 -0.031 0.112
H -2.04351 0.62075 -2.77272 0.051 0.001 -0.049 0.074
H -4.34607 0.10130 -3.49077 -0.003 0.005 -0.007 0.103
H 0.54296 2.32441 -0.56761 0.181 -0.228 -0.080 0.043
H 0.02232 2.46707 2.75929 0.016 0.003 0.000 0.104
H 0.12406 1.41660 5.01893 -0.028 0.005 0.000 0.108
H 0.00467 -1.06074 5.22029 -0.005 0.002 0.004 0.104
H -0.12897 -2.43311 3.13796 0.022 0.001 -0.002 0.116
C 5.13236 -0.35909 -1.32602 -0.014 0.008 -0.001 -0.035
C 4.18308 -1.43809 -0.78924 0.045 0.008 -0.069 -0.581
C 4.75816 -2.09320 0.47171 0.013 0.003 -0.012 -0.037
C 3.89079 -2.49014 -1.87004 -0.019 0.004 0.003 -0.033
C 2.90308 -0.80419 -0.44924 -0.042 0.058 0.102 -0.106
N 1.87913 -0.34915 -0.21601 -0.018 -0.063 0.040 0.145
H 6.06094 -0.83511 -1.64167 0.008 0.000 0.013 0.091
H 5.36428 0.37925 -0.55872 -0.011 0.008 -0.001 0.091
H 4.69801 0.15396 -2.18338 0.004 -0.008 -0.011 0.095
H 5.70322 -2.57422 0.21749 0.000 -0.003 0.000 0.093
H 4.07971 -2.85074 0.86326 0.000 0.000 0.001 0.091
H 4.94466 -1.35421 1.25081 0.003 0.003 -0.003 0.091
H 4.83636 -2.90101 -2.22488 0.002 -0.016 0.010 0.092
H 3.35541 -2.05195 -2.71160 0.026 0.010 -0.012 0.091
H 3.28238 -3.30098 -1.47070 -0.012 0.006 -0.001 0.093
C -3.41397 -0.41123 0.73967 -0.115 0.016 -0.054 -0.126
O -2.18999 -0.44846 0.06319 0.607 0.010 0.227 -0.387
H -3.59417 0.59017 1.13558 0.007 -0.012 -0.006 0.087
H -3.41007 -1.12996 1.56358 0.006 0.000 -0.013 0.084
H -4.22048 -0.66306 0.04765 0.009 0.009 0.008 0.087
Cl -0.11916 -1.37489 -2.15019 0.044 -0.019 0.185 0.002
```
Positions in Å, forces in eV/Å.

- Kohn-Sham gap: 7.521 eV
- LUMO: 0.1 eV
- Max |F|: 0.88 eV Å⁻¹
- Net charge: 0
- ΔE to the lowest compared entry with this formula, charge and spin: 0.0 kcal per mole
- Calculated total energy: -4821.729804 hartree

3.
Formula: C18H21BrLiN3O2S2
Source: OMol25
Level of theory: ωB97M-V/def2-TZVPD

```
48
Properties=species:S:1:pos:R:3:forces:R:3:lowdin_charge:R:1
Li 0.21448 1.79379 1.03138 0.258 0.417 -0.262 0.510
O 1.34734 2.64269 2.53561 0.001 -0.560 0.255 -0.132
H 1.06078 3.49375 2.90001 0.088 -0.556 0.057 0.057
H 1.36021 1.93683 3.23703 -0.308 0.871 -0.490 0.030
C 2.52883 -5.66850 -2.55316 0.293 -1.805 -1.547 -0.066
C 1.88938 -4.55873 -1.86742 -0.025 0.137 -0.193 -0.310
C 2.49170 -3.31952 -1.87695 -0.052 0.338 -0.265 -0.029
C 1.78287 -2.23861 -1.41614 1.485 0.890 0.528 -0.082
C 0.60556 -2.38565 -0.75121 -2.239 -0.575 0.829 -0.389
C 0.00099 -3.65246 -0.62776 1.960 -0.654 -0.946 -0.079
C 0.67932 -4.75051 -1.23248 -0.787 2.336 0.879 -0.021
S -0.26616 -0.96562 0.00427 1.370 0.996 -1.959 0.933
C -1.07655 -0.33471 -1.54181 -1.168 0.018 0.551 -0.236
O 0.82157 0.09881 0.26724 -0.965 -1.024 0.256 -0.637
H 2.24281 -5.79729 -3.62110 -0.486 0.429 0.533 0.099
H 2.20646 -6.61409 -2.09266 0.757 0.077 -0.056 0.087
H 3.59996 -5.53541 -2.70100 0.195 -0.303 0.767 0.081
H 3.51326 -3.16911 -2.23318 -0.402 -0.180 -0.158 0.126
H 2.29549 -1.29073 -1.41405 -0.232 0.437 -0.015 0.115
H -0.86783 -3.87801 -0.04709 -0.506 0.362 0.203 0.076
H 0.26978 -5.71959 -1.12906 -0.384 -0.902 -0.068 0.101
H -0.45323 0.17860 -2.25943 1.033 0.070 0.372 0.058
H -1.76550 0.44418 -1.11168 0.220 -0.939 -0.649 -0.036
H -1.55063 -1.13545 -2.14442 -0.124 0.243 0.884 0.065
Br -0.21329 -3.65278 3.01197 -0.048 0.288 0.365 0.768
C -0.50631 -1.93042 3.78521 0.935 0.060 -0.376 -0.645
C -1.64892 -1.63319 4.47308 -0.661 0.498 0.087 -0.097
C -1.80492 -0.28166 4.84212 0.639 -0.643 0.251 -0.041
C -0.79975 0.64054 4.61037 0.265 -1.558 -1.435 -0.103
N 0.32243 0.31667 3.92174 0.138 -0.188 0.710 0.051
C 0.49244 -0.94690 3.56570 -2.004 -0.506 0.568 -0.177
H -2.42320 -2.39232 4.69709 0.583 0.637 -0.265 0.123
H -2.68404 0.00910 5.36154 -0.603 0.285 0.355 0.098
H -0.89377 1.66106 4.85983 -0.211 0.950 0.362 0.101
H 1.37219 -1.29714 3.10010 1.043 0.252 -0.647 0.092
C -2.27786 5.69213 -3.22740 -0.168 -1.046 0.299 -0.044
C -1.44750 4.76225 -2.36463 1.194 0.497 0.750 -0.333
C -0.04866 4.96297 -2.25388 -0.650 -0.742 0.920 -0.041
C 0.63630 4.19163 -1.28452 0.592 2.063 -1.580 -0.176
N -0.00556 3.37811 -0.51496 -0.784 -1.427 1.379 -0.043
C -1.38007 3.21878 -0.63907 0.857 0.745 -1.451 -0.868
S -2.11134 2.20068 0.51592 -0.454 -0.147 0.424 0.491
N -2.09372 3.83799 -1.62694 0.725 0.243 0.612 0.083
H -1.73390 6.60366 -3.54461 -0.536 -0.693 0.064 0.085
H -3.23403 5.85874 -2.73559 0.239 0.695 0.540 0.074
H -2.67199 5.06744 -4.01969 0.434 0.138 -0.981 0.072
H 0.47505 5.75629 -2.74753 0.011 0.191 -0.435 0.082
H 1.74954 4.40177 -1.14075 -1.516 -0.715 -0.023 0.129
```
Positions in Å, forces in eV/Å.

- Kohn-Sham gap: 7.306 eV
- LUMO: 0.3 eV
- Max |F|: 2.67 eV Å⁻¹
- Net charge: 0
- ΔE to the lowest compared entry with this formula, charge and spin: 4.1 kcal per mole
- Calculated total energy: -4391.214576 hartree

4.
Formula: C18H21CdCl2F5N5S
Source: OMol25
Level of theory: ωB97M-V/def2-TZVPD

```
53
Properties=species:S:1:pos:R:3:forces:R:3:lowdin_charge:R:1
Cd 0.43700 0.54717 0.06425 -0.296 0.350 0.184 1.226
Cl 5.28575 0.45309 -0.92094 0.087 0.119 0.081 0.590
C 4.45669 -1.05998 -0.68122 0.047 -0.329 -0.089 -0.654
C 5.19267 -2.21865 -0.71912 -0.113 0.270 0.078 -0.188
C 4.58173 -3.46471 -0.55764 -0.024 -0.280 0.057 -0.179
C 3.20005 -3.49917 -0.37321 0.096 -0.102 0.042 -0.198
C 2.47055 -2.33634 -0.32661 0.215 0.133 -0.043 -0.637
Cl 0.74026 -2.45560 -0.04346 -0.060 -0.314 0.041 0.586
C 3.00690 -0.98266 -0.48734 -0.245 0.147 0.077 -0.654
N 2.37938 0.14002 -0.45075 0.280 -0.289 0.099 -0.198
H 6.26351 -2.15173 -0.87377 -0.007 0.019 -0.016 0.084
H 5.16122 -4.37732 -0.59562 -0.023 -0.004 -0.016 0.068
H 2.69020 -4.45052 -0.26967 -0.018 0.006 0.031 0.083
S -0.06938 -0.16955 2.95334 -0.183 0.136 -0.195 0.472
C 1.61245 -0.09692 2.91234 -0.333 -0.496 0.260 -0.927
N 2.28622 -1.27530 2.68543 0.386 0.251 -0.131 0.062
C 3.62758 -1.35740 2.63762 -0.103 0.155 -0.025 -0.059
C 4.35340 -0.22723 2.87211 0.178 -0.074 -0.168 -0.045
C 3.63192 0.95406 3.07706 -0.361 -0.034 0.000 -0.104
N 2.31694 1.02240 3.12675 0.426 0.239 0.002 0.073
H 1.71582 -2.06408 2.41309 -0.087 -0.047 -0.033 0.090
H 4.05757 -2.32338 2.41188 -0.028 -0.009 -0.124 0.132
H 5.42932 -0.23132 2.81743 0.031 -0.024 -0.017 0.105
H 4.15387 1.89557 3.21142 0.034 -0.010 0.001 0.114
C -5.07308 1.52350 -0.63528 0.053 -0.086 0.043 -0.066
C -4.90528 0.28930 0.25220 0.035 0.143 -0.115 -0.210
N -4.29248 -0.84081 -0.42841 -0.032 -0.038 0.028 -0.097
C -5.17290 -1.89334 -0.90854 -0.036 0.056 -0.174 -0.225
C -5.84484 -1.58517 -2.25008 0.076 -0.011 0.157 -0.076
C -2.94036 -0.84258 -0.67176 -0.028 -0.168 -0.064 -0.433
C -2.38185 -1.97853 -1.49049 0.002 0.086 0.037 -0.043
N -2.11767 0.04217 -0.25220 0.475 0.181 0.114 0.084
H -5.46993 2.35518 -0.05100 0.015 0.012 -0.012 0.078
H -5.75704 1.32415 -1.46016 -0.016 -0.010 -0.006 0.060
H -4.11343 1.82533 -1.05204 -0.059 0.031 -0.003 0.053
H -5.87811 -0.03842 0.62078 0.014 -0.035 0.047 0.112
H -4.30440 0.55051 1.12707 -0.044 -0.054 0.056 0.116
H -5.94434 -2.05337 -0.15174 0.035 -0.044 0.043 0.112
H -4.61334 -2.82272 -0.98398 0.012 0.005 0.025 0.101
H -6.56681 -0.77537 -2.14532 -0.001 0.023 -0.038 0.061
H -6.37077 -2.46546 -2.62472 -0.012 0.016 0.003 0.071
H -5.09873 -1.28358 -2.98534 -0.019 -0.009 -0.042 0.072
H -2.95186 -2.14124 -2.40518 -0.023 -0.023 0.012 0.073
H -2.37170 -2.90427 -0.91203 -0.023 -0.013 -0.025 0.082
H -1.35683 -1.73345 -1.74856 0.001 -0.012 0.009 0.040
H -2.53078 0.78934 0.29614 -0.059 -0.031 -0.030 0.028
F 1.24586 3.40071 -0.24678 0.176 -0.005 -0.051 -0.024
C 0.03751 2.78425 0.00319 -0.177 0.003 -0.165 -0.452
F -0.51656 3.52349 1.03205 -0.152 -0.026 0.199 -0.026
C -0.81680 3.10908 -1.21812 -0.095 0.139 -0.422 -0.615
F -0.65489 4.34469 -1.74124 -0.037 -0.073 0.166 0.118
F -0.55038 2.24376 -2.22630 -0.086 0.163 0.162 0.079
F -2.13544 2.99221 -0.93003 0.106 -0.031 -0.049 0.086
```
Positions in Å, forces in eV/Å.

- Kohn-Sham gap: 5.333 eV
- LUMO: 2.4 eV
- Max |F|: 0.65 eV Å⁻¹
- Net charge: -1
- ΔE to the lowest compared entry with this formula, charge and spin: 0.0 kcal per mole
- Calculated total energy: -2957.952799 hartree

no.,HOMO level (eV)
1,-9.30
2,-7.41
3,-7.02
4,-2.91